1.
DFT (wB97M-V/def2-TZVPD) results for one molecule with the formula C2H6BNO3 at a distorted geometry.

Atoms and positions in Å:
O 1.843 -1.442 -1.948
C 1.238 -0.396 -2.001
N 0.100 0.048 -1.330
C -0.631 -0.572 -0.282
B -0.502 0.287 1.314
O -0.372 -0.478 2.344
O -0.384 1.608 1.241
H 1.471 0.485 -2.609
H -0.380 0.868 -1.618
H -0.328 -1.596 -0.024
H -1.637 -0.462 -0.428
H -0.330 -0.244 3.233
H -0.088 1.894 2.107

Values from the calculation:
LUMO: 0.022 eV
Orbital gap: 8.71 eV
SMILES string: O=CNCB(O)O

The computed Mulliken charges, all in e, follow:
1 O -0.551
2 C 0.069
3 N -0.125
4 C -0.743
5 B 0.506
6 O -0.419
7 O -0.443
8 H 0.309
9 H 0.212
10 H 0.285
11 H 0.322
12 H 0.293
13 H 0.284


2.
DFT (wB97M-V/def2-TZVPD) results for C2H6BiFO2 as an isolated structure at a distorted geometry.

Atoms and positions in Å:
F -0.517 -1.275 0.022
Bi -0.353 -1.297 -1.911
O -0.388 -0.718 -3.679
H -0.972 -1.001 -4.381
C 1.178 1.033 1.204
O 0.368 -0.001 1.777
C -0.781 -0.265 1.217
H 0.553 1.895 0.937
H 1.908 1.315 1.968
H 1.700 0.650 0.318
H -1.418 -0.892 1.843
H -1.279 0.554 0.685

Values from the calculation:
LUMO: -12.649 eV
Total charge: +2
Orbital gap: 7.51 eV

The computed Mulliken charges, all in e, follow:
1 F -0.251
2 Bi 1.843
3 O -0.630
4 H 0.398
5 C -0.602
6 O -0.207
7 C -0.009
8 H 0.371
9 H 0.244
10 H 0.239
11 H 0.262
12 H 0.343


3.
DFT (wB97M-V/def2-TZVPD) results for a 2-piece molecular cluster, C2H6Br2N overall at a distorted geometry.

Atoms and positions in Å:
C 0.482 -0.896 -1.685
C -0.530 0.711 0.172
N 0.200 0.208 1.397
Br -2.446 0.178 0.472
Br -0.254 2.492 -0.514
H 1.246 -1.057 -1.050
H -0.383 -1.620 -1.472
H 0.566 -0.388 -2.599
H 1.210 0.402 1.468
H -0.080 -0.711 1.602
H -0.010 0.684 2.209

Values from the calculation:
LUMO (alpha / beta): -5.624 / -4.555 eV
Total charge: +1
Orbital gap (alpha / beta): 7.61 / 8.97 eV

The computed Mulliken charges, all in e, follow:
1 C -0.711
2 C -0.122
3 N -0.279
4 Br -0.014
5 Br 0.062
6 H 0.382
7 H 0.291
8 H 0.349
9 H 0.374
10 H 0.351
11 H 0.317


4.
DFT (wB97M-V/def2-TZVPD) results for one molecule with the formula C2H6BrClSi at a distorted geometry.

Atoms and positions in Å:
C 0.184 0.047 -1.596
Si 1.066 0.491 0.022
C 0.049 0.309 1.610
Cl 1.610 2.428 0.037
Br 3.002 -0.647 -0.029
H 0.027 0.570 -2.595
H 0.478 -0.880 -2.022
H -0.721 -0.074 -1.194
H 0.557 0.359 2.583
H -0.811 0.872 1.734
H -0.369 -0.711 1.588

Values from the calculation:
LUMO: 0.658 eV
Orbital gap: 11.17 eV
SMILES string: C[Si](C)(Cl)Br

The computed Mulliken charges, all in e, follow:
1 C -1.132
2 Si 0.700
3 C -1.097
4 Cl -0.260
5 Br -0.288
6 H 0.348
7 H 0.359
8 H 0.356
9 H 0.311
10 H 0.396
11 H 0.308


5.
DFT (wB97M-V/def2-TZVPD) results for C2H6BrNOS as an isolated structure at a distorted geometry.

Atoms and positions in Å:
C -1.102 1.112 -0.789
C -0.128 -1.269 0.850
N 1.301 -0.082 -1.071
O 0.794 1.375 1.056
S 0.362 0.369 0.091
Br 3.218 -0.300 0.015
H -1.888 0.316 -0.488
H -1.139 2.036 -0.325
H -1.070 1.120 -1.938
H -0.605 -1.311 1.727
H -0.655 -1.755 -0.003
H 0.912 -1.610 0.875

Values from the calculation:
LUMO: -1.078 eV
Orbital gap: 8.35 eV

The computed Mulliken charges, all in e, follow:
1 C -0.856
2 C -0.815
3 N -0.522
4 O -0.599
5 S 1.045
6 Br -0.127
7 H 0.280
8 H 0.333
9 H 0.309
10 H 0.379
11 H 0.329
12 H 0.244


6.
DFT (wB97M-V/def2-TZVPD) results for C2H6CaS as an isolated structure at a distorted geometry.

Atoms and positions in Å:
S -0.034 -0.230 0.771
C 1.069 -0.731 -0.562
C -1.037 0.944 -0.154
H 1.776 -1.475 -0.159
H 1.643 0.125 -0.953
H 0.511 -1.191 -1.395
H -0.426 1.772 -0.553
H -1.559 0.456 -0.994
H -1.792 1.364 0.532
Ca -0.151 -1.034 3.467

Values from the calculation:
LUMO: -10.465 eV
Total charge: +2
Orbital gap: 7.09 eV

The computed Mulliken charges, all in e, follow:
1 S -0.068
2 C -0.816
3 C -0.816
4 H 0.295
5 H 0.352
6 H 0.352
7 H 0.352
8 H 0.352
9 H 0.295
10 Ca 1.701


7.
DFT (wB97M-V/def2-TZVPD) results for C2H6Cl2 as an isolated structure at a distorted geometry.

Atoms and positions in Å:
C -0.554 -0.740 0.398
C -0.017 0.212 1.449
H 1.471 -1.849 -1.060
H -1.634 -0.618 0.276
H -0.075 -0.558 -0.564
H -0.351 -1.773 0.702
H 1.065 0.108 1.575
H -0.494 0.055 2.417
Cl 0.524 -1.463 -1.847
Cl -0.321 1.922 0.998

Values from the calculation:
LUMO: 0.558 eV
Orbital gap: 10.51 eV

The computed Mulliken charges, all in e, follow:
1 C -1.018
2 C -0.252
3 H 0.275
4 H 0.373
5 H 0.312
6 H 0.299
7 H 0.262
8 H 0.298
9 Cl -0.323
10 Cl -0.225


8.
DFT (wB97M-V/def2-TZVPD) results for one molecule with the formula C2H6Cl2P2 at a distorted geometry.

Atoms and positions in Å:
C 0.607 -1.510 1.356
P 0.414 -0.178 -0.068
Cl 1.903 -0.793 -1.204
Cl 1.018 1.324 1.042
C -0.483 0.573 -1.374
P -2.055 1.352 -0.779
H 1.602 -1.226 1.778
H 0.847 -2.560 0.860
H -0.011 -1.398 2.287
H -0.449 -0.225 -2.051
H -1.582 2.424 -0.036
H -1.811 2.217 -1.813

Values from the calculation:
LUMO: 0.379 eV
Orbital gap: 8.19 eV
SMILES string: CP(Cl)(Cl)=CP

The computed Mulliken charges, all in e, follow:
1 C -1.046
2 P 0.755
3 Cl -0.239
4 Cl -0.206
5 C -0.543
6 P -0.078
7 H 0.346
8 H 0.289
9 H 0.346
10 H 0.346
11 H 0.008
12 H 0.021


9.
DFT (wB97M-V/def2-TZVPD) results for a 2-piece molecular cluster, C2H6Cl3PSi overall at a distorted geometry.

Atoms and positions in Å:
C -0.363 0.219 -1.593
Si 0.256 0.760 -0.005
C -0.572 1.835 1.364
P 2.269 -0.031 0.667
Cl 2.108 -2.087 0.575
Cl 3.204 0.449 -1.041
H -1.276 0.703 -1.967
H 0.321 -0.073 -2.355
H -1.115 1.096 1.990
H 0.151 2.469 2.002
H -1.480 2.447 1.211
Cl -1.628 -3.259 -0.476
H -1.874 -4.527 -0.375

Values from the calculation:
LUMO: -0.345 eV
Orbital gap: 8.04 eV
SMILES string: C=[Si](C)P(Cl)Cl.Cl

The computed Mulliken charges, all in e, follow:
1 C -0.737
2 Si 0.471
3 C -1.013
4 P 0.185
5 Cl -0.197
6 Cl -0.193
7 H 0.252
8 H 0.258
9 H 0.317
10 H 0.287
11 H 0.368
12 Cl -0.226
13 H 0.229


10.
DFT (wB97M-V/def2-TZVPD) results for a 2-piece molecular cluster, C2H6ClF overall.

Atoms and positions in Å:
C -0.324 1.728 -0.016
C 0.019 0.254 0.070
Cl -1.452 -0.766 -0.018
H -0.829 1.959 -0.959
H -0.981 2.026 0.808
H 0.595 2.322 0.040
H 0.513 0.009 1.013
H 0.665 -0.058 -0.753
F 2.699 -0.434 -0.040
H 2.266 -1.223 0.195

Values from the calculation:
LUMO: 0.705 eV
Orbital gap: 11.42 eV
SMILES string: CCCl.F

The computed Mulliken charges, all in e, follow:
1 C -1.088
2 C -0.136
3 Cl -0.220
4 H 0.312
5 H 0.318
6 H 0.297
7 H 0.241
8 H 0.266
9 F -0.404
10 H 0.414